[1]
{
  "formula": "C2HAuO2",
  "method": "ωB97M-V/def2-TZVPD",
  "elements": ["O", "C", "C", "O", "H", "Au"],
  "positions_angstrom": [[-1.946, 1.797, -1.152], [-1.305, 0.876, -1.058], [0.760, -0.555, 0.937], [1.517, -0.973, 0.029], [1.266, -0.228, 1.876], [-0.291, -0.916, -0.634]],
  "forces_ev_per_angstrom": [[1.5, -2.1, 0.2], [-1.5, 2.0, -0.5], [4.7, -0.2, 2.4], [2.9, 0.7, 2.3], [-0.7, 0.1, 0.4], [-7.0, -0.5, -4.8]],
  "s2": 2.01,
  "lumo_energy_ev": [-12.6, -16.5],
  "total_charge": 2,
  "mol_weight_g_mol": 254.00,
  "relative_energy_ev": 0.000,
  "spin_multiplicity": 3,
  "fmax_ev_per_a": 8.51,
  "gap_ev": [8.6, 8.9]
}

[2]
{
  "formula": "C2HBr2Cl2F",
  "method": "ωB97M-V/def2-TZVPD",
  "elements": ["C", "C", "F", "Cl", "Cl", "Br", "Br", "H"],
  "positions_angstrom": [[1.382, -0.205, 0.411], [-1.047, 0.271, -0.458], [1.382, 0.698, 1.447], [0.821, -1.696, 0.848], [-0.749, 0.585, -2.063], [-1.865, -1.485, -0.108], [-1.943, 1.744, 0.464], [2.019, 0.089, -0.542]],
  "forces_ev_per_angstrom": [[-0.9, 2.5, -0.9], [-0.1, -0.5, 1.9], [0.5, -1.0, -1.4], [1.8, -0.8, 0.4], [0.1, 0.2, -1.6], [-0.6, 1.3, -0.6], [0.5, -0.8, -0.3], [-1.4, -0.9, 2.4]],
  "lumo_energy_ev": [-0.2, -1.1],
  "total_charge": 0,
  "mol_weight_g_mol": 274.74,
  "relative_energy_ev": 3.638,
  "fmax_ev_per_a": 2.91,
  "gap_ev": [8.4, 7.3]
}

[3]
{
  "formula": "C2HBr2ClF2",
  "method": "ωB97M-V/def2-TZVPD",
  "elements": ["C", "C", "F", "F", "Cl", "Br", "Br", "H"],
  "positions_angstrom": [[-0.692, 0.831, -0.602], [0.706, -0.713, 0.639], [-0.850, 1.841, 0.247], [0.843, -0.192, 1.900], [-1.959, -0.148, -0.875], [2.162, -0.488, -0.580], [-0.048, -2.313, 0.757], [-0.162, 1.183, -1.485]],
  "forces_ev_per_angstrom": [[0.9, 2.9, -2.1], [2.1, 0.7, 2.0], [-0.3, 0.1, 0.9], [0.4, 0.1, -1.4], [-2.0, -1.2, -0.2], [-0.4, 0.1, 0.7], [-0.9, -2.6, 0.1], [0.1, -0.3, 0.1]],
  "s2": 2.01,
  "lumo_energy_ev": [0.4, -1.8],
  "total_charge": 0,
  "mol_weight_g_mol": 258.29,
  "relative_energy_ev": 0.303,
  "spin_multiplicity": 3,
  "fmax_ev_per_a": 3.71,
  "gap_ev": [7.5, 9.1]
}

[4]
{
  "formula": "C2HBr2ClO",
  "method": "ωB97M-V/def2-TZVPD",
  "elements": ["C", "C", "O", "Cl", "Br", "Br", "H"],
  "positions_angstrom": [[-0.249, 0.456, 0.068], [3.906, 0.156, 0.875], [0.063, -0.115, -0.899], [0.810, 0.735, 1.451], [3.725, -1.388, -0.084], [4.480, 1.506, -0.140], [-1.189, 0.815, 0.167]],
  "forces_ev_per_angstrom": [[2.2, -0.7, 0.3], [-0.4, -0.7, 1.7], [1.1, -0.9, -1.3], [-0.2, 0.0, -0.1], [-0.1, -0.9, -0.5], [0.6, 1.6, -1.2], [-3.2, 1.6, 1.0]],
  "lumo_energy_ev": -0.9,
  "total_charge": 0,
  "mol_weight_g_mol": 236.29,
  "relative_energy_ev": 3.503,
  "fmax_ev_per_a": 3.70,
  "gap_ev": 8.0
}

[5]
{
  "formula": "C2HBr2FO",
  "method": "ωB97M-V/def2-TZVPD",
  "elements": ["C", "C", "O", "F", "Br", "Br", "H"],
  "positions_angstrom": [[-0.127, -0.297, -0.669], [-2.551, -0.058, -0.682], [0.329, -0.834, -1.591], [-2.998, -0.079, -1.932], [-3.312, -1.444, 0.392], [-2.706, 1.692, 0.104], [0.229, 0.178, 0.238]],
  "forces_ev_per_angstrom": [[-3.3, -0.6, -1.5], [3.3, 0.0, 0.4], [0.2, 0.4, 0.7], [-0.1, -0.1, 0.1], [-0.1, 0.0, -0.1], [-0.2, 0.0, -0.1], [0.2, 0.3, 0.4]],
  "lumo_energy_ev": [-0.3, -0.3],
  "total_charge": 0,
  "mol_weight_g_mol": 219.84,
  "relative_energy_ev": 2.880,
  "fmax_ev_per_a": 3.65,
  "gap_ev": [8.2, 8.2]
}

[6]
{
  "formula": "C2HBr2FO",
  "method": "ωB97M-V/def2-TZVPD",
  "elements": ["C", "C", "O", "F", "Br", "Br", "H"],
  "positions_angstrom": [[1.108, 0.102, 0.214], [-0.186, -0.549, 0.153], [1.430, 1.102, 0.782], [-1.099, -0.326, 1.084], [-2.596, 1.931, -0.720], [-0.625, -1.786, -1.122], [1.968, -0.475, -0.390]],
  "forces_ev_per_angstrom": [[2.1, -2.1, -2.1], [0.2, 0.3, 0.6], [-0.5, 1.1, 1.1], [0.1, 0.2, -0.2], [0.0, 0.0, 0.0], [0.0, -0.2, -0.1], [-1.9, 0.8, 0.7]],
  "lumo_energy_ev": [-1.5, -3.7],
  "total_charge": 0,
  "mol_weight_g_mol": 219.84,
  "relative_energy_ev": 2.897,
  "fmax_ev_per_a": 3.65,
  "gap_ev": [8.9, 5.4]
}

[7]
{
  "formula": "C2HBr2FO",
  "method": "ωB97M-V/def2-TZVPD",
  "elements": ["C", "C", "O", "F", "Br", "Br", "H"],
  "positions_angstrom": [[0.288, 0.242, 0.802], [1.151, -0.838, 1.022], [-0.191, 0.826, 1.719], [1.314, -1.320, 2.209], [-2.292, -1.772, -0.002], [1.238, -2.165, -0.341], [-0.020, 0.544, -0.328]],
  "forces_ev_per_angstrom": [[-1.3, 1.5, -3.4], [0.5, -2.2, -1.5], [-0.8, 1.3, 1.7], [0.3, 0.0, 0.8], [0.0, -0.1, 0.0], [0.2, 0.4, 0.3], [1.0, -0.9, 2.1]],
  "s2": 2.01,
  "lumo_energy_ev": [0.3, -3.8],
  "total_charge": 0,
  "mol_weight_g_mol": 219.84,
  "relative_energy_ev": 0.235,
  "spin_multiplicity": 3,
  "fmax_ev_per_a": 3.95,
  "gap_ev": [9.9, 6.8]
}

[8]
{
  "formula": "C2HBrCl2F2",
  "method": "ωB97M-V/def2-TZVPD",
  "elements": ["C", "C", "F", "F", "Cl", "Cl", "Br", "H"],
  "positions_angstrom": [[0.003, 0.647, -0.297], [0.009, -0.694, 0.394], [0.167, -0.583, 1.718], [1.064, -1.407, -0.047], [-0.012, 0.406, -2.041], [-1.470, -1.626, 0.061], [1.466, 1.729, 0.300], [-1.227, 1.530, -0.087]],
  "forces_ev_per_angstrom": [[-3.7, 3.6, -0.2], [-0.1, -0.9, 0.3], [-0.3, 0.2, 0.0], [-0.1, 0.1, -0.1], [0.2, 0.1, 0.1], [0.2, 0.2, 0.1], [0.1, -0.1, -0.1], [3.7, -3.2, -0.2]],
  "lumo_energy_ev": 0.1,
  "total_charge": 0,
  "mol_weight_g_mol": 213.84,
  "relative_energy_ev": 1.717,
  "fmax_ev_per_a": 5.19,
  "gap_ev": 10.8
}